{
  "formula": "C3H6N2O",
  "method": "wB97M-V/def2-TZVPD",
  "elements": ["H", "C", "H", "O", "H", "H", "N", "H", "C", "H", "C", "N"],
  "xyz": [[1.03, 0.09, 1.97], [0.64, 0.87, 1.22], [2.29, 2.24, 1.55], [-1.51, 0.12, -2.09], [-1.12, -1.93, -2.15], [-0.64, 1.14, -0.28], [1.31, 2.00, 1.00], [-0.86, -1.78, 0.41], [-0.35, -1.02, -0.21], [0.84, -1.24, -0.29], [-1.01, -0.93, -1.68], [-0.63, 0.43, 0.56]],
  "mulliken_charge": [0.3432, 0.0079, 0.2514, -0.4791, 0.3264, 0.3253, -0.6160, 0.2856, -0.4453, 0.2790, 0.1682, -0.4466],
  "smiles": "[H]/N=C/NCC=O",
  "de_lowest_ev": 3.598,
  "homo_ev": -9.72,
  "orbital_gap_ev": 10.3,
  "total_energy_ha": -302.56089
}